# 1
The following is a quantum chemistry calculation of C7H20F9N8O15S3Y as an isolated structure, from the Open Molecules 2025 dataset.

XYZ file:
```
63
Properties=species:S:1:pos:R:3:forces:R:3
Y -0.06001 -0.49588 0.66145 -0.33 0.78 -1.30
C 4.30885 1.18172 -0.93360 -0.32 0.57 -0.32
F 5.28043 2.01053 -0.56867 0.10 0.12 0.57
F 4.29181 1.21808 -2.25955 -0.61 -0.14 -0.17
F 4.59664 -0.04591 -0.54191 -0.08 -0.10 0.29
S 2.68262 1.77245 -0.13748 -1.31 1.16 1.07
O 1.77873 0.61583 -0.13545 1.67 0.77 -0.86
O 3.04311 2.23254 1.20077 0.66 -1.03 -0.21
O 2.17563 2.93028 -0.87768 0.70 -1.04 -0.77
C -4.37269 1.50320 0.33160 1.19 -0.82 0.78
F -4.41792 2.64832 1.01529 -0.28 0.18 -0.31
F -5.57240 1.15076 -0.08126 -0.53 0.03 0.29
F -3.62826 1.67529 -0.76245 0.26 0.17 -0.07
S -3.58617 0.18257 1.48656 -1.78 -1.52 0.64
O -3.82690 0.62046 2.84857 0.43 0.70 -0.59
O -4.30545 -1.04925 1.18050 0.65 0.74 -0.50
O -2.17863 0.16125 1.11649 -0.72 0.10 -0.20
C 2.79363 -2.31831 -2.66846 -0.70 -0.42 0.29
F 3.15021 -3.12918 -3.66953 -0.10 0.24 0.24
F 3.65020 -2.48221 -1.65481 -0.01 0.10 -0.28
F 2.84512 -1.05610 -3.09741 0.11 -0.08 0.07
S 1.05972 -2.71741 -2.06581 -1.74 -2.35 -0.77
O 0.13898 -2.39962 -3.15295 1.05 0.53 0.50
O 1.02366 -4.15700 -1.77929 0.83 1.61 0.25
O 0.92332 -1.86845 -0.87878 0.89 0.09 -0.31
O -0.47885 -2.79243 1.30360 -0.46 -0.56 0.72
H 0.02517 -3.49378 1.73033 0.26 0.18 -0.16
H -1.37211 -3.14647 1.20029 0.03 0.24 -0.24
O -0.52044 -0.51469 3.04626 0.10 -0.16 0.96
H -0.13169 0.05182 3.72289 0.00 0.12 -0.19
H -1.10419 -1.11378 3.52580 -0.20 0.12 -0.24
C -2.60897 -2.12523 -1.46514 1.18 0.08 -1.42
O -1.66999 -1.65688 -0.82331 -1.05 -0.60 0.53
N -2.75033 -3.46601 -1.69154 -0.37 -0.08 0.67
N -3.38915 -1.37430 -2.28934 0.03 0.30 0.56
H -3.65605 -3.78581 -1.98448 0.02 -0.24 0.01
H -2.20124 -4.09643 -1.13161 0.05 0.06 -0.09
H -3.30798 -0.37189 -2.26836 -0.08 -0.02 0.17
H -4.08465 -1.80763 -2.86198 -0.12 0.10 -0.10
C -0.48273 3.05835 1.39936 -0.42 -0.27 0.02
O -0.29904 1.84328 1.24614 0.56 0.64 0.42
N -1.51031 3.52747 2.16799 0.25 -1.04 0.23
N 0.25362 4.03210 0.82878 -0.42 -0.21 0.20
H -2.11993 2.82816 2.56553 -0.09 0.20 0.06
H -1.72882 4.49871 2.23787 -0.19 0.12 -0.07
H 0.20164 4.89810 1.32735 0.42 0.42 -0.46
H 0.98751 3.78549 0.17592 0.28 0.17 0.29
C 2.64040 -0.82362 2.92806 -1.16 -0.74 -0.34
O 1.88311 -1.03873 1.95794 0.38 0.58 0.33
N 3.59453 0.10138 2.99054 0.17 -0.14 -0.08
N 2.41809 -1.57487 4.04635 0.14 -0.05 0.05
H 3.55137 0.91111 2.37294 0.18 0.00 -0.24
H 4.27717 0.00592 3.71799 0.04 0.45 0.08
H 1.68219 -2.24696 3.92815 0.24 -0.28 0.14
H 3.11338 -1.69927 4.76056 -0.12 -0.02 0.08
C -0.47476 1.04028 -2.40315 -0.78 0.50 -0.63
O -0.75910 0.77197 -1.22623 0.82 0.29 -0.33
N 0.07274 2.24019 -2.79156 -0.46 -1.14 1.53
N -0.82103 0.24666 -3.43692 -0.11 0.66 -0.03
H 0.51515 2.71977 -2.02136 0.22 0.48 -0.51
H 0.05636 2.53624 -3.74363 0.31 0.22 -0.06
H -1.13877 -0.69689 -3.29665 0.35 -0.16 0.03
H -0.45652 0.54473 -4.32150 -0.03 -0.60 -0.27
```
Positions in Å, forces in eV/Å.

Calculated values
Energy relative to the best compared isomer or geometry (same formula, charge and spin), kcal per mole: 25.39
Electronic energy, Eh: -3977.56357
Kohn-Sham gap, hartree: 0.33236
F_max, eV/A: 3.02
Net charge: 0

=====

# 2
The following is a quantum chemistry calculation of C33H30F9N2O7PbS as an isolated structure, from the Open Molecules 2025 dataset.

XYZ file:
```
83
Properties=species:S:1:pos:R:3:forces:R:3
Pb -0.07979 0.16373 -0.11646 -0.24 0.00 0.34
O 3.59844 -2.80533 -0.59406 0.31 -0.17 -0.07
C 2.47371 -2.22728 -0.20359 -0.41 0.26 -0.30
O 1.67413 -1.73019 -0.96356 0.19 -0.12 0.22
C 2.30249 -2.25153 1.28469 0.09 -0.09 0.22
C 3.13550 -2.99328 2.11491 0.01 0.03 -0.02
C 2.90384 -2.94179 3.47787 0.02 -0.01 0.02
C 1.84676 -2.18508 3.95689 -0.05 0.04 -0.08
C 1.05439 -1.49406 3.04468 0.29 -0.12 0.10
N 1.30266 -1.51540 1.74066 -0.27 0.04 0.07
C -0.09223 -0.61009 3.47127 0.05 0.18 -0.30
O -0.63280 -0.82590 4.66065 -0.22 0.11 0.28
O -0.49562 0.28907 2.77930 0.05 -0.06 -0.09
H 3.67006 -2.75900 -1.56135 -0.13 0.03 0.01
H 3.94334 -3.57940 1.70273 -0.01 0.01 -0.02
H 3.54374 -3.47664 4.16596 0.00 -0.03 -0.02
H 1.68505 -2.11464 5.02472 -0.04 -0.01 -0.01
H -0.30415 -1.61102 5.11089 0.07 -0.13 -0.09
O -0.01918 3.04558 1.12970 -0.04 -0.46 -0.02
C -0.80711 4.05143 0.50242 -0.12 0.02 0.10
C -2.30432 3.84481 0.68444 0.08 -0.24 -0.12
C -2.83482 2.49457 0.15547 0.35 0.22 -0.08
C -2.59287 2.32921 -1.32111 -0.02 -0.09 -0.13
C -3.41152 2.99535 -2.22942 0.03 0.01 -0.04
C -3.18687 2.86119 -3.58626 0.05 0.02 0.09
C -2.13894 2.05797 -4.00984 -0.01 -0.04 -0.11
C -1.38342 1.41217 -3.05469 0.00 -0.08 0.05
N -1.58998 1.54082 -1.74181 -0.27 0.36 0.14
H -0.33227 2.90795 2.03391 0.05 0.04 -0.08
H -0.54329 4.01390 -0.55600 0.04 0.04 0.00
H -0.51915 5.03107 0.89510 -0.05 0.04 -0.09
H -2.81063 4.66015 0.16273 -0.07 0.04 0.06
H -2.55608 3.92758 1.74506 -0.04 0.04 0.00
H -3.90673 2.44656 0.34625 0.00 -0.10 0.02
H -2.37010 1.66541 0.69035 -0.08 -0.02 0.11
H -4.22468 3.60612 -1.85984 -0.01 -0.01 0.00
H -3.82084 3.36157 -4.30558 -0.01 0.02 0.01
H -1.93396 1.91632 -5.06172 0.02 -0.05 0.00
H -0.59133 0.72869 -3.33958 0.01 0.01 0.00
F -2.41542 -3.50101 1.12647 -0.09 0.02 -0.10
C -3.30345 -3.06784 0.21993 0.05 -0.10 0.26
F -4.23871 -2.37026 0.88358 0.13 -0.04 -0.05
F -3.89676 -4.14452 -0.31253 0.06 0.15 0.02
C -2.58677 -2.16324 -0.83845 -0.33 -0.29 -0.25
O -1.68644 -1.38763 -0.23011 0.25 0.28 0.09
C -1.91025 -3.08781 -1.89998 0.09 -0.09 -0.13
F -2.78014 -3.62861 -2.76380 0.14 0.08 0.13
F -1.24031 -4.08983 -1.31018 -0.03 0.16 -0.04
F -1.01190 -2.38525 -2.61951 -0.06 -0.05 0.09
C -3.69078 -1.32574 -1.56827 -0.14 0.22 0.00
F -3.24026 -0.86117 -2.75250 -0.04 -0.05 0.15
F -4.02054 -0.25192 -0.83207 0.05 -0.13 -0.08
F -4.81413 -2.01067 -1.80724 0.18 0.05 0.00
O 1.65679 1.05830 -1.63773 -0.13 -0.29 -0.43
S 2.14601 2.24158 -2.42503 0.46 0.09 -0.45
C 2.05608 1.84735 -4.24343 0.09 -0.02 0.40
C 2.73856 0.60020 -4.70298 0.22 0.04 0.14
C 3.98992 0.67812 -5.31631 -0.05 0.02 0.06
C 4.66144 -0.46932 -5.70456 0.02 -0.01 -0.01
C 4.08587 -1.71470 -5.49220 -0.03 0.07 0.02
C 2.82615 -1.79624 -4.91445 -0.18 -0.20 -0.08
C 2.15461 -0.64736 -4.51736 0.11 -0.04 -0.01
C 3.95372 2.15658 -2.18046 -0.33 0.17 -0.07
C 4.22716 2.23902 -0.70731 -0.07 0.07 0.11
C 4.84218 1.18188 -0.04854 -0.01 -0.04 -0.07
C 5.10671 1.26024 1.31144 0.00 0.00 0.00
C 4.74694 2.39461 2.02282 -0.02 0.00 0.06
C 4.09975 3.44048 1.37898 0.00 0.01 -0.02
C 3.84084 3.36180 0.02083 0.08 0.01 -0.04
H 2.48300 2.72991 -4.72259 -0.09 0.10 0.03
H 0.98564 1.81948 -4.43967 -0.02 0.12 0.00
H 4.43521 1.64771 -5.50823 0.01 0.02 0.04
H 5.62469 -0.38988 -6.19040 0.02 -0.01 0.02
H 4.61121 -2.61046 -5.79704 -0.06 -0.01 -0.03
H 2.33299 -2.75979 -4.82140 0.10 0.09 0.11
H 1.17139 -0.72416 -4.07552 -0.07 -0.05 0.07
H 4.38328 2.99582 -2.73265 0.02 -0.03 -0.03
H 4.29696 1.21309 -2.59833 0.01 -0.04 -0.11
H 5.13349 0.30184 -0.61109 0.01 -0.01 0.02
H 5.60591 0.44119 1.81306 0.02 0.00 -0.01
H 4.97917 2.47108 3.07695 -0.04 -0.02 0.01
H 3.80444 4.32144 1.93351 0.01 0.00 0.00
H 3.34232 4.18330 -0.48196 0.01 0.01 0.02
```
Positions in Å, forces in eV/Å.

Calculated values
Energy relative to the best compared isomer or geometry (same formula, charge and spin), kcal per mole: 5.82
Electronic energy, Eh: -3401.47979
Kohn-Sham gap, hartree: 0.31197
F_max, eV/A: 0.64
Net charge: +1

=====

# 3
The following is a quantum chemistry calculation of the molecule C5H8N2, from the Open Molecules 2025 dataset.

XYZ file:
```
15
Properties=species:S:1:pos:R:3:forces:R:3
H 1.44587 -0.90976 -3.03676 -0.03 -0.14 -0.01
N 0.83983 -1.53915 -2.50761 0.09 0.22 0.27
C 0.76305 -1.13316 -1.30280 -0.05 -0.13 -0.13
C -0.06167 -1.87231 -0.33024 -0.06 0.01 0.13
C -0.60860 -1.33939 0.77105 0.04 -0.05 -0.17
C -0.53013 0.08899 1.12373 0.07 0.17 -0.17
N -0.34578 0.98848 0.24535 -0.09 -0.25 0.33
C -0.21383 2.36015 0.67553 0.00 0.19 0.07
H 1.28378 -0.25179 -0.92154 -0.05 -0.10 -0.13
H -0.20925 -2.92564 -0.55866 -0.01 0.13 0.05
H -1.15534 -1.97996 1.46121 0.09 0.10 -0.12
H -0.64523 0.33886 2.19094 0.05 0.01 -0.13
H 0.73961 2.75221 0.30272 -0.15 -0.03 0.08
H -1.00508 2.95966 0.21304 0.10 -0.08 0.07
H -0.25087 2.49146 1.76820 -0.02 -0.04 -0.13
```
Positions in Å, forces in eV/Å.

Calculated values
Energy relative to the best compared isomer or geometry (same formula, charge and spin), kcal per mole: 40.86
Electronic energy, Eh: -304.77038
Kohn-Sham gap, hartree: 0.35378
F_max, eV/A: 0.43
Net charge: 0
SMILES string: [H]/N=C/C=C\C=N\C

=====

# 4
The following is a quantum chemistry calculation of C28H70CrF9N5O14S2 as an isolated structure, from the Open Molecules 2025 dataset.

XYZ file:
```
129
Properties=species:S:1:pos:R:3:forces:R:3
Cr 3.37579 -1.43928 -2.25523 -4.14 1.57 1.80
C 0.02527 -0.94424 -1.88262 2.20 1.31 0.96
O 0.41332 0.27633 -1.19160 -1.72 -0.44 0.29
O 1.26542 -1.45880 -2.29260 0.44 -1.13 -0.54
C -0.86840 -1.91223 -0.96467 2.01 -0.53 -0.14
F -1.19426 -3.05178 -1.50913 -0.03 -1.36 -2.21
F -0.33277 -2.31964 0.19566 1.46 0.89 0.79
F -1.97042 -1.33609 -0.66767 -2.44 1.99 0.49
C -0.63075 1.22760 -0.83574 0.05 1.21 0.99
C 0.07250 2.38168 -0.09976 0.49 -0.21 -0.09
H 0.61557 2.05905 0.78855 -0.24 -0.19 0.13
H 0.82287 2.84471 -0.74059 0.10 -0.12 -0.30
H -0.56354 3.21813 0.18990 -0.46 -0.37 -0.04
H -1.42297 0.77659 -0.23819 0.41 -0.15 0.26
H -1.17604 1.70968 -1.64714 0.40 -0.55 -0.87
H -0.53894 -0.56819 -2.73605 -0.43 -0.74 -0.32
C 6.44618 0.33104 -4.76124 -1.52 -0.11 -2.38
F 7.16064 -0.34879 -3.93344 0.46 -0.49 1.35
F 7.16002 1.26605 -5.33831 -0.08 0.67 0.54
F 6.03321 -0.48817 -5.74581 -0.12 0.12 0.79
S 4.90193 1.13446 -3.83493 1.60 1.45 1.16
O 5.35307 1.27256 -2.48111 0.12 -0.73 0.36
O 4.56049 2.39062 -4.48268 -0.28 -2.41 0.32
N 3.68430 -0.15739 -3.73212 2.94 2.44 -0.92
S 2.88056 0.06825 -5.08063 -3.69 -1.98 -5.24
O 3.62126 0.47242 -6.30647 -1.42 -0.58 3.73
O 2.04509 -1.14456 -5.21467 1.09 1.89 0.58
C 1.58835 1.52224 -4.62873 1.18 -0.28 -1.53
F 0.34108 1.04525 -4.89751 1.70 1.01 0.94
F 1.78390 1.80114 -3.30458 -0.94 0.15 -1.80
F 1.85849 2.58923 -5.45486 -0.85 -1.77 2.09
C -5.02792 -1.06659 -2.13688 2.10 1.76 -0.61
C -4.85999 -1.89721 -3.39614 -0.94 -1.78 1.99
O -5.94882 -2.81921 -3.30930 -0.97 -0.37 -1.86
H -5.45983 -1.53892 -1.25457 -0.16 -0.19 -0.39
H -5.48653 -0.10625 -2.37253 -0.57 -0.22 0.24
H -4.01220 -0.77340 -1.87146 0.15 0.22 0.50
H -3.99318 -2.55778 -3.37610 0.67 0.50 0.09
H -4.82608 -1.33434 -4.32894 -0.58 -0.09 0.08
H -6.01669 -3.17947 -2.42205 0.25 0.19 -0.03
C 3.10177 5.01506 -2.10869 0.23 -1.69 -0.54
C 4.56619 4.60267 -1.77478 -0.12 1.79 1.20
O 4.50600 3.71817 -0.66381 -1.27 -1.33 0.39
H 2.43789 5.32101 -1.30013 0.70 0.23 0.40
H 2.68947 4.05899 -2.43122 -0.43 -0.15 -0.18
H 2.91924 5.67206 -2.95906 0.66 0.18 0.09
H 5.11397 5.45190 -1.36632 0.16 0.43 -0.61
H 5.12375 4.18189 -2.61154 -0.35 -0.05 -0.14
H 5.33751 3.48203 -0.24618 0.34 0.45 -0.56
C -4.73902 1.30543 3.02021 1.38 0.22 -1.02
C -3.17828 1.65698 3.07602 -2.61 0.67 -0.60
C -2.87838 3.07035 2.44100 -0.50 -1.54 0.92
O -3.61640 3.23238 1.22456 0.97 0.50 1.33
C -3.87567 4.57548 0.86699 -0.76 -0.05 -1.67
N -2.71379 1.68158 4.42496 1.14 0.12 0.93
H -4.81957 0.22802 3.16446 -0.22 0.01 0.12
H -5.07041 1.55210 2.01153 -0.23 -0.23 -0.02
H -5.39748 1.83174 3.71124 0.41 0.14 0.24
H -2.70286 0.85593 2.50998 0.34 0.06 -0.03
H -1.79652 3.18456 2.37299 0.27 -0.08 -0.81
H -3.07930 3.76534 3.25630 -0.83 0.53 -0.33
H -3.06989 5.30128 0.97669 0.25 -0.27 0.35
H -4.82343 5.00202 1.19551 0.06 -0.19 1.18
H -4.12174 4.51549 -0.19318 0.48 0.06 -0.35
H -3.08880 2.46979 4.93309 -0.07 0.17 -0.01
H -2.92680 0.86169 4.97495 -0.10 -0.22 -0.28
C 3.44368 0.88946 1.37285 -0.19 0.37 0.18
C 3.70001 -0.24576 0.39322 -2.01 -0.42 1.27
C 2.97482 -1.57890 0.74782 1.92 0.47 -0.96
O 3.15001 -2.47909 -0.43390 0.34 -0.32 0.95
C 2.81070 -3.87734 -0.03025 0.21 -0.05 -0.92
N 3.08831 0.14367 -0.88399 1.51 -0.11 -0.78
H 3.88163 1.77156 0.90574 0.21 0.19 0.20
H 3.91536 0.73293 2.34296 -0.06 -0.05 -0.05
H 2.39440 1.15022 1.51108 -0.10 -0.39 0.12
H 4.78866 -0.29194 0.42171 0.01 -0.66 -1.00
H 1.90888 -1.42026 0.91126 0.09 -0.15 0.17
H 3.53554 -2.04284 1.55927 -0.57 -0.13 0.20
H 1.73899 -3.92126 0.16372 0.21 0.03 0.13
H 3.43482 -4.24201 0.78558 -0.08 0.74 0.36
H 3.04656 -4.56235 -0.84464 -0.25 0.51 -0.30
H 3.18274 1.14638 -0.95992 1.72 0.69 -1.16
H 2.08515 0.26080 -0.87671 -1.40 -1.30 0.67
C -3.47271 -5.10099 0.55360 0.14 0.38 0.66
C -3.08132 -4.65746 1.97899 -0.34 -1.09 -0.40
C -1.72836 -5.00897 2.44683 2.28 -0.98 -0.02
O -1.39624 -6.36089 2.20802 -1.54 -0.67 0.16
C -0.24751 -6.79392 2.86683 0.60 -0.02 -0.69
N -3.31552 -3.26294 2.17004 -0.30 1.62 -0.42
H -3.45755 -6.19071 0.53433 -0.45 0.13 -0.21
H -2.88035 -4.74712 -0.29020 0.62 0.18 0.31
H -4.44084 -4.62441 0.39968 -0.39 -0.65 -0.10
H -3.71489 -5.24311 2.64511 -0.54 0.11 0.00
H -1.62523 -4.84745 3.51985 -0.22 0.37 0.29
H -0.93538 -4.43936 1.96225 0.06 0.72 -0.25
H -0.10871 -6.36487 3.85918 -0.09 0.14 0.10
H 0.56715 -6.51003 2.20062 0.75 0.08 0.34
H -0.21873 -7.88077 2.94444 -0.34 0.04 -0.02
H -3.04263 -2.77169 1.33081 -0.24 0.07 -0.43
H -2.71742 -2.81206 2.84759 0.01 -0.38 0.64
C 1.99229 3.35787 5.78612 0.38 1.20 1.75
C 0.50077 3.43402 5.48713 0.72 1.87 -0.97
C -0.00691 4.90755 5.05479 0.93 -1.02 0.60
O -1.39529 4.89274 4.86451 -0.28 0.59 -1.30
C -1.87065 6.11381 4.27586 -1.09 -0.13 0.88
N 0.30617 2.47975 4.40399 -0.91 -0.14 0.32
H 2.71347 3.34943 4.96885 -0.55 -0.17 -0.38
H 2.20998 2.53721 6.46966 -0.12 -0.44 -0.42
H 2.28567 4.20389 6.40763 0.08 0.42 0.04
H -0.06284 3.20928 6.39263 -0.08 -0.44 -0.15
H 0.51875 5.21551 4.15094 0.10 -0.21 -0.54
H 0.19884 5.72077 5.75080 0.42 -0.23 0.65
H -1.71581 6.97812 4.92169 0.17 -0.06 0.43
H -2.94896 5.97758 4.19344 -0.03 0.06 0.01
H -1.53740 6.46471 3.29918 0.72 -0.87 -0.31
H -0.65561 2.17988 4.47586 -0.48 -0.43 -0.36
H 0.34517 3.01330 3.54730 0.13 0.02 -0.35
C -1.60690 -3.12096 -5.25980 -0.23 0.00 -0.79
O -0.33547 -3.29167 -4.69957 0.70 -0.18 0.90
H -2.35073 -3.76866 -4.79580 0.05 0.29 0.40
H -1.82494 -2.05498 -5.19471 -0.84 -0.11 -0.11
H -1.58187 -3.43097 -6.30449 -0.10 0.21 -0.25
H 0.09025 -2.43570 -4.78721 0.57 -0.15 -0.05
C 0.61130 -6.02959 -2.21211 0.54 -1.11 -0.35
O 1.21768 -4.75722 -2.38364 0.32 -0.34 0.57
H 1.33415 -6.83939 -2.11304 0.99 0.46 -0.29
H 0.09903 -6.22376 -1.26978 -0.88 0.85 -0.09
H 0.09591 -6.33843 -3.12156 -0.70 0.26 0.27
H 0.53276 -4.09981 -2.52615 -0.23 -0.05 -0.36
```
Positions in Å, forces in eV/Å.

Calculated values
Expectation value of S²: 4.059
Spin multiplicity: 4
Electronic energy, Eh: -5175.04062
Kohn-Sham gap (alpha / beta), hartree: 0.14377 / 0.22566
F_max, eV/A: 6.71
Net charge: +1